{"formula": "C3H23O8", "method": "wB97M-V/def2-TZVPD", "symbols": ["O", "H", "H", "H", "O", "H", "H", "O", "H", "H", "O", "H", "H", "O", "H", "H", "O", "H", "H", "O", "H", "H", "C", "C", "C", "O", "H", "H", "H", "H", "H", "H", "H", "H"], "coordinates": [[0.999, 0.235, 0.770], [0.312, 0.796, 1.253], [1.900, 0.323, 1.218], [0.740, -0.729, 0.733], [4.003, -0.833, -1.110], [3.436, -0.431, -1.777], [3.681, -0.495, -0.262], [3.525, 0.210, 1.566], [4.062, -0.427, 2.056], [3.743, 1.070, 1.954], [1.192, 0.991, 3.612], [0.333, 0.610, 3.822], [1.459, 1.443, 4.422], [-1.247, 1.283, 1.625], [-1.939, 0.884, 2.167], [-1.496, 2.214, 1.546], [0.382, -2.343, 0.578], [1.147, -2.757, 1.000], [-0.180, -3.079, 0.308], [1.107, 2.607, -0.815], [1.630, 2.511, -1.619], [0.201, 2.699, -1.131], [-1.150, -0.377, -2.286], [-2.639, -0.644, -2.281], [-3.099, -1.030, -0.887], [-3.301, 0.551, -2.641], [-0.764, 0.430, -1.653], [-0.843, -0.115, -3.302], [-0.494, -1.187, -1.958], [-2.802, -1.454, -3.001], [-4.149, -1.335, -0.845], [-3.006, -0.234, -0.149], [-2.519, -1.890, -0.530], [-4.224, 0.506, -2.382]], "homo_lumo_gap_ev": 9.69, "spin_multiplicity": 1, "relative_energy_kcal_mol": 4.4, "homo_energy_ev": -12.83, "total_charge": 1, "total_energy_ha": -729.764647}